Formula: C23H25N10Sn
Source: the OMol25 dataset
Level of theory: the ωB97M-V functional and the def2-TZVPD basis

```
59
Properties=species:S:1:pos:R:3
Sn 0.29 1.60 0.46
N -2.14 -7.43 -5.70
C -1.90 -6.51 -5.06
C -1.57 -5.35 -4.29
C -2.46 -4.27 -4.26
C -2.14 -3.16 -3.49
C -0.95 -3.12 -2.76
C -0.07 -4.19 -2.80
C -0.37 -5.30 -3.58
C -0.69 -1.89 -1.95
C -0.85 -1.99 -0.57
C -1.28 -3.22 0.10
C -1.65 -2.86 1.34
C -1.36 -1.41 1.43
N -0.85 -0.91 0.34
C -0.47 -0.69 -2.65
C -0.44 -0.60 -4.11
C -0.44 0.71 -4.40
C -0.40 1.40 -3.09
N -0.36 0.59 -2.08
H -3.38 -4.31 -4.81
H -2.84 -2.32 -3.45
H 0.86 -4.16 -2.26
H 0.32 -6.13 -3.64
H -1.35 -4.20 -0.35
H -2.06 -3.47 2.12
H -1.57 -0.78 2.28
H -0.44 -1.43 -4.80
H -0.45 1.19 -5.37
H -0.36 2.47 -2.96
C 0.70 0.69 6.31
N 0.90 0.17 4.95
C 0.98 -1.27 4.78
C 0.93 0.99 3.88
N 0.84 0.59 2.64
N 1.08 2.32 4.18
C 1.24 3.38 3.31
N 1.75 4.48 3.87
N 0.89 3.29 2.06
H 0.40 -0.13 6.95
H -0.10 1.43 6.34
H 1.61 1.11 6.73
H 1.36 -1.71 5.70
H 1.67 -1.54 3.99
H -0.01 -1.71 4.58
H 0.82 -0.42 2.58
H 1.28 2.53 5.15
H 2.05 4.52 4.83
H 1.89 5.32 3.33
H 1.10 4.16 1.57
N 0.11 4.96 -1.27
C 0.74 5.72 -2.19
C 1.86 5.02 -2.59
C 1.82 3.84 -1.85
N 0.76 3.79 -1.05
H -0.74 5.18 -0.79
H 0.37 6.68 -2.49
H 2.60 5.34 -3.30
H 2.53 3.02 -1.86
```

Its total energy is -44960.909 eV. Its total charge is +3.

Here are the Mulliken charges for atoms 1 to 8, given in e: 1.29 -0.36 -0.27 0.51 -0.91 -0.06 -0.12 -0.16